Entry 1:
DFT (the ωB97M-V functional and the def2-TZVPD basis) results for a molecular structure, C44H50BF10N9S3Sc.

Values from the calculation:
Relative energy (zero: lowest compared OMol25 entry of this formula, charge and spin), kcal per mole: 0.0
Orbital gap, eV: 6.03
Electronic energy, eV: -140906.662
Highest occupied orbital energy, Ha: -0.3659

ORCA input file:
```
! wB97M-V def2-TZVPD RIJCOSX def2/J DEFGRID3
* xyz 1 1
Sc -1.423 -1.633 -1.407
C -2.767 3.560 -0.313
C -1.938 2.742 0.621
C -1.902 2.955 1.958
C -1.122 2.127 2.824
N -0.365 1.192 2.349
N -0.370 1.000 1.003
B 0.709 0.079 0.577
N 1.184 -0.918 1.568
N 2.455 -0.690 1.960
C 2.911 -1.407 2.941
C 2.081 -2.373 3.588
C 0.813 -2.612 3.169
C -0.086 -3.617 3.809
C 0.353 -1.856 2.041
S -1.156 -2.084 1.311
C 4.338 -1.171 3.397
C 5.038 -0.160 2.491
C 5.100 -2.503 3.356
C 4.301 -0.634 4.834
N 1.617 0.476 -0.511
N 1.895 1.802 -0.540
C 2.809 2.192 -1.369
C 3.517 1.251 -2.185
C 3.217 -0.069 -2.173
C 3.883 -1.075 -3.049
C 2.141 -0.476 -1.313
S 1.469 -2.014 -1.296
C 3.116 3.674 -1.452
C 2.929 4.131 -2.905
C 2.183 4.472 -0.546
C 4.571 3.895 -1.015
C -1.169 1.637 0.122
S -1.281 1.105 -1.473
C -1.161 2.319 4.326
C -2.605 2.104 4.799
C -0.708 3.748 4.654
C -0.242 1.320 5.025
H -3.396 4.254 0.240
H -3.397 2.921 -0.931
H -2.124 4.125 -0.991
H -2.500 3.748 2.387
H 2.477 -2.926 4.429
H 0.396 -4.070 4.672
H -0.352 -4.399 3.097
H -1.019 -3.148 4.121
H 5.071 -0.508 1.459
H 6.061 -0.020 2.840
H 4.534 0.806 2.503
H 5.101 -2.925 2.350
H 4.678 -3.242 4.038
H 6.135 -2.338 3.654
H 3.742 0.301 4.888
H 5.317 -0.442 5.180
H 3.847 -1.345 5.525
H 4.291 1.614 -2.848
H 4.712 -0.626 -3.592
H 3.162 -1.477 -3.763
H 4.249 -1.916 -2.460
H 1.918 3.919 -3.259
H 3.634 3.652 -3.584
H 3.093 5.207 -2.972
H 1.139 4.329 -0.829
H 2.422 5.532 -0.638
H 2.291 4.182 0.499
H 5.277 3.381 -1.669
H 4.731 3.544 0.006
H 4.807 4.958 -1.048
H -3.295 2.818 4.350
H -2.658 2.232 5.881
H -2.951 1.098 4.557
H -1.382 4.499 4.240
H 0.296 3.941 4.272
H -0.691 3.886 5.735
H -0.537 0.292 4.811
H -0.301 1.479 6.102
H 0.795 1.444 4.713
C -0.616 -4.826 -0.971
N -1.647 -3.992 -1.610
C -1.669 -4.279 -3.069
C -0.692 -3.375 -3.790
N -0.909 -1.990 -3.377
C -1.160 -1.068 -4.392
C -0.388 0.085 -4.533
F 0.683 0.284 -3.738
C -0.636 1.040 -5.504
F 0.141 2.123 -5.586
C -1.666 0.856 -6.410
F -1.912 1.767 -7.347
C -2.439 -0.292 -6.324
F -3.443 -0.480 -7.175
C -2.185 -1.219 -5.330
F -2.996 -2.286 -5.244
C -2.967 -4.277 -1.001
C -4.001 -3.259 -1.445
N -3.481 -1.917 -1.166
C -4.433 -0.913 -1.023
C -5.544 -0.747 -1.856
F -5.731 -1.574 -2.893
C -6.461 0.280 -1.695
F -7.489 0.384 -2.532
C -6.292 1.217 -0.692
F -7.156 2.219 -0.540
C -5.203 1.089 0.153
F -5.017 1.968 1.147
C -4.320 0.040 -0.007
F -3.330 -0.067 0.905
H -0.871 -5.886 -1.070
H -0.537 -4.571 0.085
H 0.349 -4.656 -1.448
H -2.669 -4.082 -3.448
H -1.444 -5.339 -3.235
H -0.816 -3.501 -4.869
H 0.342 -3.670 -3.561
H -2.843 -4.219 0.083
H -3.285 -5.296 -1.256
H -4.921 -3.443 -0.879
H -4.256 -3.397 -2.498
*
```

***

Entry 2:
DFT (the ωB97M-V functional and the def2-TZVPD basis) results for a molecular structure, C6H11NO4S at a distorted geometry.

Values from the calculation:
Relative energy (zero: lowest compared OMol25 entry of this formula, charge and spin), kcal per mole: 70.1
Orbital gap, eV: 10.81
Electronic energy, eV: -26913.264
Highest occupied orbital energy, Ha: -0.3728

ORCA input file:
```
! wB97M-V def2-TZVPD RIJCOSX def2/J DEFGRID3
* xyz 0 1
C -0.664 0.003 1.696
C 0.102 0.019 -0.683
C 1.502 -0.033 -1.152
C -0.774 -1.034 -1.395
C 2.276 1.208 -1.687
C -3.036 0.404 2.010
N 0.276 -0.115 0.743
O -0.476 -0.237 2.862
O 2.777 0.120 1.235
O 1.981 -2.152 0.641
O -1.830 0.424 1.196
S 1.883 -0.764 0.543
H -0.436 1.109 -0.910
H 1.784 -0.738 -1.850
H -0.843 -1.874 -0.763
H -0.218 -1.492 -2.316
H -1.720 -0.711 -1.680
H 2.074 1.961 -0.898
H 1.765 1.622 -2.513
H 3.400 1.051 -1.749
H -3.901 0.914 1.549
H -2.754 1.059 2.840
H -3.168 -0.741 2.282
*
```

***

Entry 3:
DFT (the ωB97M-V functional and the def2-TZVPD basis) results for a single C24H33FN2O3S molecule at a distorted geometry.

Values from the calculation:
Structure (SMILES): CC[C@H](C)N(C)Cc1cccc(C2(O)CCN(S(=O)(=O)c3ccc(F)c(C)c3)CC2)c1
Orbital gap, eV: 9.01
Electronic energy, eV: -48099.064
Highest occupied orbital energy, Ha: -0.3106

ORCA input file:
```
! wB97M-V def2-TZVPD RIJCOSX def2/J DEFGRID3
* xyz 0 1
C -0.013 3.841 4.600
C -0.449 2.688 3.703
C 0.218 1.353 4.100
C 1.641 1.273 3.550
N -0.534 0.160 3.727
C -1.711 -0.065 4.536
C -0.774 -0.006 2.304
C 0.341 -0.757 1.620
C 1.004 -1.782 2.280
C 2.001 -2.483 1.631
C 2.329 -2.181 0.321
C 1.674 -1.161 -0.363
C 2.015 -0.917 -1.832
O 3.415 -0.851 -2.040
C 1.392 -2.092 -2.626
C 1.542 -1.894 -4.136
N 1.053 -0.612 -4.574
S -0.527 -0.492 -5.054
O -0.698 0.818 -5.607
O -0.805 -1.641 -5.863
C -1.560 -0.600 -3.579
C -1.963 -1.839 -3.120
C -2.661 -1.921 -1.926
C -2.935 -0.756 -1.233
F -3.586 -0.849 -0.054
C -2.575 0.507 -1.697
C -2.935 1.739 -0.928
C -1.876 0.559 -2.896
C 1.653 0.504 -3.887
C 1.461 0.410 -2.372
C 0.683 -0.458 0.309
H -0.510 4.762 4.300
H 1.061 3.999 4.536
H -0.269 3.637 5.637
H -1.534 2.583 3.775
H -0.202 2.931 2.667
H 0.281 1.323 5.194
H 2.097 0.328 3.833
H 2.241 2.083 3.955
H 1.648 1.345 2.466
H -2.532 0.642 4.345
H -2.081 -1.073 4.347
H -1.439 0.005 5.589
H -1.690 -0.593 2.176
H -0.936 0.954 1.791
H 0.734 -2.009 3.299
H 2.524 -3.278 2.142
H 3.101 -2.763 -0.164
H 3.835 -1.612 -1.626
H 0.338 -2.163 -2.354
H 1.880 -3.025 -2.337
H 0.990 -2.653 -4.690
H 2.602 -1.954 -4.406
H -1.737 -2.716 -3.704
H -2.987 -2.868 -1.525
H -2.794 1.577 0.139
H -3.986 1.980 -1.088
H -2.335 2.584 -1.252
H -1.575 1.505 -3.321
H 1.191 1.408 -4.284
H 2.722 0.511 -4.119
H 0.399 0.479 -2.153
H 1.990 1.229 -1.886
H 0.153 0.345 -0.179
*
```

***

Entry 4:
DFT (the ωB97M-V functional and the def2-TZVPD basis) results for a molecular structure, C29H81MgN8O11 at a distorted geometry.

Values from the calculation:
Relative energy (zero: lowest compared OMol25 entry of this formula, charge and spin), kcal per mole: 69.7
Orbital gap, eV: 7.66
Electronic energy, eV: -71262.601
Highest occupied orbital energy, Ha: -0.3873

ORCA input file:
```
! wB97M-V def2-TZVPD RIJCOSX def2/J DEFGRID3
* xyz 1 1
Mg 4.914 -21.977 -10.509
N 7.754 -22.694 -9.169
O 6.717 -22.700 -9.798
O 7.749 -22.883 -8.005
O 8.800 -22.410 -9.784
C 8.466 -21.557 -3.693
C 8.403 -22.748 -4.661
C 8.699 -24.120 -4.013
O 8.206 -25.189 -4.812
C 8.795 -26.424 -4.406
N 7.057 -22.749 -5.144
H 9.519 -21.464 -3.427
H 7.897 -21.447 -2.770
H 8.340 -20.638 -4.266
H 9.173 -22.514 -5.397
H 8.137 -24.419 -3.128
H 9.774 -24.215 -3.860
H 9.863 -26.379 -4.618
H 8.316 -27.216 -4.982
H 8.694 -26.770 -3.377
H 7.104 -22.752 -6.152
H 6.741 -23.694 -4.977
C 9.352 -19.688 -7.667
C 8.026 -18.872 -7.578
C 8.134 -17.412 -7.185
O 6.860 -16.751 -7.192
C 6.840 -15.297 -7.072
N 7.463 -18.782 -8.923
H 10.172 -19.024 -7.940
H 9.198 -20.327 -8.537
H 9.554 -20.289 -6.781
H 7.162 -19.242 -7.027
H 8.959 -16.929 -7.708
H 8.345 -17.441 -6.116
H 5.802 -14.986 -7.185
H 7.526 -14.694 -7.668
H 7.043 -15.046 -6.031
H 8.028 -18.431 -9.683
H 6.795 -18.024 -8.934
C 8.759 -18.714 -13.726
C 8.917 -18.066 -12.359
C 10.401 -17.876 -12.027
O 11.189 -18.991 -12.312
C 11.018 -20.099 -11.357
N 8.108 -16.887 -12.373
H 9.438 -18.354 -14.499
H 7.751 -18.711 -14.140
H 8.977 -19.768 -13.553
H 8.441 -18.709 -11.619
H 10.632 -17.322 -11.117
H 10.728 -17.157 -12.778
H 11.346 -19.806 -10.360
H 11.746 -20.823 -11.724
H 10.028 -20.542 -11.242
H 8.008 -16.440 -11.473
H 8.334 -16.158 -13.034
C 4.418 -19.913 -6.834
C 4.830 -21.114 -7.714
C 3.743 -22.176 -7.914
O 4.055 -23.065 -9.059
C 3.192 -24.236 -9.103
N 5.037 -20.508 -9.036
H 5.108 -19.079 -6.710
H 4.254 -20.271 -5.817
H 3.460 -19.562 -7.218
H 5.738 -21.627 -7.397
H 2.729 -21.781 -7.964
H 3.718 -22.741 -6.982
H 2.224 -24.043 -9.566
H 3.067 -24.625 -8.092
H 3.589 -25.020 -9.749
H 5.913 -20.009 -8.981
H 4.381 -19.740 -9.064
C 5.601 -27.899 -11.793
C 5.631 -27.189 -10.454
C 6.547 -27.908 -9.412
O 6.257 -29.267 -9.253
C 5.078 -29.567 -8.708
N 6.107 -25.836 -10.682
H 5.271 -27.312 -12.650
H 4.877 -28.711 -11.729
H 6.569 -28.345 -12.025
H 4.611 -27.000 -10.118
H 6.740 -27.350 -8.496
H 7.504 -27.839 -9.929
H 4.679 -29.222 -7.755
H 4.931 -30.646 -8.654
H 4.323 -29.145 -9.371
H 7.048 -25.955 -11.028
H 6.179 -25.476 -9.741
C 11.001 -25.093 -7.608
C 10.046 -26.195 -8.043
C 10.445 -27.644 -7.734
O 11.888 -27.792 -7.770
C 12.219 -29.163 -7.706
N 8.680 -25.916 -7.595
H 12.043 -25.356 -7.790
H 10.799 -24.983 -6.543
H 10.645 -24.249 -8.200
H 10.029 -26.207 -9.132
H 9.955 -28.356 -8.399
H 10.177 -27.878 -6.703
H 11.814 -29.771 -8.515
H 11.801 -29.634 -6.816
H 13.297 -29.321 -7.685
H 8.469 -24.969 -7.876
H 8.518 -25.822 -6.603
C 6.199 -23.586 -14.122
C 6.062 -22.812 -12.820
C 5.854 -21.248 -12.964
O 5.734 -20.698 -11.733
C 5.581 -19.298 -11.840
N 5.080 -23.384 -11.928
H 6.137 -24.666 -13.983
H 7.196 -23.478 -14.548
H 5.418 -23.337 -14.841
H 7.055 -22.881 -12.374
H 4.891 -21.153 -13.466
H 6.687 -20.833 -13.532
H 6.126 -18.908 -10.980
H 4.525 -19.047 -11.745
H 6.017 -18.767 -12.686
H 5.518 -24.276 -11.748
H 4.347 -23.680 -12.556
C 12.000 -23.166 -10.607
O 10.820 -23.802 -10.947
H 12.555 -23.798 -9.913
H 12.624 -22.996 -11.484
H 11.855 -22.207 -10.110
H 10.091 -23.421 -10.454
*
```